(i)
Here is one molecule with the formula C3H6N4O2 from OMol25. Energies are from wB97M-V/def2-TZVPD.

Cartesian coordinates (Å):
N1 -1.199 0.466 1.921
C1 -0.497 0.419 0.681
C2 -0.485 1.356 -0.310
N2 -0.309 0.625 -1.427
O1 0.293 1.260 -2.497
C3 0.110 -0.632 -1.194
O2 0.696 -1.519 -1.884
N3 0.165 -0.691 0.232
N4 0.817 -1.678 1.022
H1 -1.599 1.433 2.335
H2 -0.475 0.246 2.634
H3 -0.544 2.486 -0.241
H4 0.693 0.572 -3.040
H5 0.445 -2.754 0.973
H6 1.890 -1.591 0.796

Orbital gap ... 0.303 hartree
SMILES ... Nc1cn(O)c(=O)n1N
LUMO energy ... 0.0247 Eh
Net charge ... 0

(ii)
Here is one molecule with the formula C3H6N4O2 from OMol25. Energies are from wB97M-V/def2-TZVPD.

Cartesian coordinates (Å):
H1 2.024 1.405 1.294
N1 2.686 0.824 0.879
C1 2.042 -0.118 0.072
N2 2.921 -0.979 -0.632
O1 0.617 -0.580 0.435
C2 -0.337 0.271 -0.115
N3 -0.169 1.438 -0.653
H2 0.957 1.510 -0.979
N4 -1.466 -0.496 0.163
C3 -2.807 0.058 -0.176
O2 -3.909 -0.306 0.172
H3 2.520 -1.842 -1.119
H4 3.684 -0.427 -0.992
H5 -1.445 -1.339 0.978
H6 -2.592 1.011 -1.027

Orbital gap ... 0.370 hartree
SMILES ... [H]/N=C(/N)O/C(=N\[H])NC=O
LUMO energy ... 0.0096 Eh
Net charge ... 0

Result of the stability comparison: (ii) is the most stable of them.

(i)
Here is one molecule with the formula C5H8OS2 from OMol25. Energies are from wB97M-V/def2-TZVPD.

Cartesian coordinates (Å):
C1 2.265 0.559 -0.164
C2 1.051 1.330 0.368
S1 1.191 2.746 1.025
S2 -0.457 0.688 -0.441
C3 -0.484 -1.262 -0.619
C4 -0.485 -2.195 0.608
C5 -1.848 -1.976 -0.118
O1 -2.117 -3.016 -0.953
H1 3.138 1.117 -0.074
H2 2.185 -0.483 0.306
H3 2.398 0.525 -1.479
H4 0.151 -1.503 -1.574
H5 -0.222 -3.254 0.343
H6 -0.397 -1.963 1.788
H7 -2.594 -1.374 0.276
H8 -2.443 -2.619 -1.750

Orbital gap ... 0.307 hartree
SMILES ... CC(=S)S[C@H]1C[C@@H]1O
LUMO energy ... -0.0107 Eh
Net charge ... 0

(ii)
Here is one molecule with the formula C5H8OS2 from OMol25. Energies are from wB97M-V/def2-TZVPD.

Cartesian coordinates (Å):
O1 -0.614 0.945 -1.899
C1 -0.657 -0.362 -1.366
C2 -0.933 -0.359 0.144
C3 -1.240 0.908 0.925
C4 0.076 0.227 1.133
S1 1.651 0.918 0.732
C5 2.664 -0.476 0.442
S2 2.262 -2.086 0.374
H1 -1.563 1.088 -2.192
H2 0.352 -0.853 -1.478
H3 -1.354 -0.981 -1.899
H4 -1.272 -1.292 0.582
H5 -1.270 1.906 0.394
H6 -1.988 0.944 1.748
H7 0.187 -0.352 2.076
H8 3.700 -0.175 0.283

Orbital gap ... 0.314 hartree
SMILES ... OC[C@@H]1C[C@@H]1SC=S
LUMO energy ... -0.0045 Eh
Net charge ... 0

Result of the stability comparison: (ii) is the most stable of them.